This record from the OMol25 dataset describes an isolated molecule of C7H8N2O2 in a non-equilibrium geometry. The level of theory is ωB97M-V with the def2-TZVPD basis set.

The SMILES is NC(=O)Nc1ccccc1O. The calculation puts the relative energy (zero: lowest compared OMol25 entry of this formula, charge and spin) at 45.28 kJ/mol. The LUMO energy comes out at 0.53 eV. For the total energy, the calculation gives -531.54182 Eh. The molar mass is 152.15 g/mol. For the HOMO-LUMO gap, the calculation gives 9.08 eV.

CARTESIAN COORDINATES (ANGSTROEM)
N: -2.40 0.97 -1.83
C: -2.52 0.95 -0.40
O: -3.56 1.31 0.17
N: -1.47 0.54 0.43
C: -0.16 0.05 0.18
C: 0.46 -0.13 -1.06
C: 1.74 -0.60 -1.13
C: 2.49 -0.91 -0.01
C: 1.87 -0.76 1.22
C: 0.59 -0.28 1.29
O: -0.06 -0.08 2.50
H: -1.56 1.56 -1.99
H: -2.11 0.00 -2.06
H: -1.70 0.62 1.40
H: -0.10 0.11 -1.98
H: 2.11 -0.79 -2.14
H: 3.50 -1.27 -0.01
H: 2.39 -0.96 2.16
H: 0.49 -0.33 3.26

=====

This record from the OMol25 dataset describes an isolated molecule of C4H7N3O in a non-equilibrium geometry. The level of theory is ωB97M-V with the def2-TZVPD basis set.

The SMILES is C=NN/C(N)=C/C=O. The calculation puts the relative energy (zero: lowest compared OMol25 entry of this formula, charge and spin) at 565.51 kJ/mol. The LUMO energy comes out at 0.41 eV. For the total energy, the calculation gives -395.93302 Eh. The molar mass is 113.12 g/mol. For the HOMO-LUMO gap, the calculation gives 8.86 eV.

CARTESIAN COORDINATES (ANGSTROEM)
C: 2.81 -1.00 -0.17
N: 1.49 -1.06 -0.23
N: 1.10 0.23 0.03
C: -0.26 0.34 -0.05
N: -0.40 1.75 -0.37
C: -1.26 -0.63 0.20
C: -2.73 -0.31 0.17
O: -3.46 -1.19 -0.47
H: 3.27 -2.00 -0.16
H: 3.41 -0.03 0.03
H: 1.52 1.07 -0.49
H: -1.32 2.01 -0.35
H: -0.05 1.89 0.71
H: -1.08 -1.83 0.69
H: -3.03 0.76 0.46

=====

This record from the OMol25 dataset describes C24H19F9MnN5O2 as an isolated structure. The level of theory is ωB97M-V with the def2-TZVPD basis set.

Its spin multiplicity is 2. The LUMO energy (alpha / beta) comes out at -3.60 / -3.58 eV. For the total energy, the calculation gives -3399.82903 Eh. The molar mass is 635.37 g/mol. For the HOMO-LUMO gap (alpha / beta), the calculation gives 8.59 / 8.09 eV. As for the charge: +1.

CARTESIAN COORDINATES (ANGSTROEM)
Mn: -0.18 0.17 -0.44
O: -0.51 -1.11 -2.10
C: -0.11 -2.48 -2.31
C: 1.41 -2.65 -2.45
C: 2.15 -1.35 -2.80
C: 2.66 -0.47 -1.69
C: 4.01 -0.54 -1.38
C: 4.60 0.40 -0.55
C: 3.82 1.44 -0.08
C: 2.46 1.42 -0.37
N: 1.86 0.46 -1.10
H: -0.42 -0.63 -2.93
H: -0.64 -2.85 -3.18
H: -0.49 -3.02 -1.45
H: 1.59 -3.36 -3.25
H: 1.83 -3.09 -1.55
H: 1.56 -0.73 -3.49
H: 3.03 -1.63 -3.38
H: 4.61 -1.31 -1.85
H: 5.65 0.34 -0.32
H: 4.22 2.24 0.52
H: 1.81 2.17 0.03
N: -6.63 -0.14 -1.38
C: -5.62 0.40 -1.47
C: -4.36 1.08 -1.60
C: -4.27 2.36 -2.14
C: -3.02 2.95 -2.22
C: -1.92 2.25 -1.76
N: -2.01 1.02 -1.24
C: -3.21 0.45 -1.16
H: -5.16 2.87 -2.48
H: -2.90 3.94 -2.63
H: -0.94 2.70 -1.77
H: -3.26 -0.55 -0.74
F: -0.17 2.60 4.18
C: 0.34 2.47 2.96
F: 0.86 3.64 2.58
F: 1.35 1.59 3.03
C: -0.72 1.99 1.91
O: -0.06 1.60 0.80
C: -1.67 3.19 1.58
F: -1.10 4.01 0.70
F: -2.81 2.73 1.01
F: -2.01 3.90 2.65
C: -1.57 0.84 2.53
F: -2.53 1.27 3.35
F: -2.16 0.13 1.54
F: -0.80 -0.02 3.21
N: 2.08 -5.15 4.20
C: 1.71 -4.33 3.48
C: 1.24 -3.32 2.58
C: 0.04 -3.49 1.89
C: -0.36 -2.50 1.02
N: 0.34 -1.38 0.79
C: 1.47 -1.21 1.49
C: 1.95 -2.14 2.39
H: -0.57 -4.36 2.04
H: -1.32 -2.58 0.52
H: 1.99 -0.28 1.35
H: 2.87 -1.95 2.92

=====

This record from the OMol25 dataset describes C4H11NO2 as an isolated structure. The level of theory is ωB97M-V with the def2-TZVPD basis set.

The calculation puts the relative energy (zero: lowest compared OMol25 entry of this formula, charge and spin) at 510.41 kJ/mol. The LUMO energy comes out at 0.82 eV. For the total energy, the calculation gives -364.07377 Eh. The molar mass is 105.14 g/mol. For the HOMO-LUMO gap, the calculation gives 9.47 eV.

CARTESIAN COORDINATES (ANGSTROEM)
C: 1.32 0.20 0.28
C: 1.23 -0.99 1.21
C: 1.23 0.04 -1.13
H: 1.89 1.04 0.65
H: 0.01 0.82 0.55
H: 0.90 -0.70 2.21
H: -0.05 0.43 -1.35
H: 1.17 -0.97 -1.51
H: 1.79 0.73 -1.75
H: 2.21 -1.47 1.30
H: 0.53 -1.73 0.82
C: -1.20 1.07 0.27
O: -1.85 -0.67 -1.06
O: -1.96 0.43 1.24
N: -1.32 0.68 -1.06
H: -2.37 -0.69 -1.87
H: -2.31 -0.37 0.82
H: -1.23 2.15 0.38